The following is a DFT calculation (ωB97M-V with the def2-TZVPD basis set) of a 2-piece molecular cluster, C5H13NO overall at a distorted geometry.

Results
SMILES: C/C=C/CNC.O
Relative energy (zero: lowest compared OMol25 entry of this formula, charge and spin) in kcal per mole: 54.4

The geometry in XYZ format:
```
20
Properties=species:S:1:pos:R:3:forces:R:3
C -1.4103 2.6946 1.4173 0.57 -1.24 0.37
C -1.0652 1.8688 0.2082 -0.30 -0.23 -0.87
C -0.3065 0.7558 0.1516 -2.80 0.51 1.55
C -0.2868 -0.0769 -1.0716 1.15 -1.30 -0.90
N 0.3808 -1.3797 -0.8522 -0.12 -0.71 0.33
C -0.5501 -2.4684 -0.5089 -0.92 1.75 0.42
H -1.3026 3.7773 1.3556 0.18 -0.12 -0.38
H -2.4393 2.4876 1.7249 0.02 0.04 0.00
H -0.7256 2.2996 2.1771 -0.30 0.46 0.37
H -1.6648 2.0377 -0.6863 0.46 0.76 -0.32
H -0.3294 0.2184 1.1098 1.52 0.21 -0.09
H -1.2891 -0.2535 -1.5018 0.10 0.28 0.09
H 0.3471 0.3725 -1.8382 -0.32 0.44 -0.07
H 0.8240 -1.6897 -1.7066 0.11 0.31 -0.11
H -1.1428 -2.1918 0.3665 0.51 0.04 0.54
H -1.3717 -2.4234 -1.2392 0.31 -1.20 -0.44
H -0.0239 -3.3916 -0.2806 -0.27 -0.14 -0.54
O 2.8545 -0.8352 0.6059 0.41 -1.05 1.07
H 2.0622 -1.2998 0.3105 -0.35 0.21 -0.25
H 2.9341 -0.0933 0.0375 0.02 1.00 -0.76
```
Positions in Å, forces in eV/Å.

These are the Mulliken partial charges, in e, on atoms 1 to 4: -1.1347, -0.0742, -0.1676, -0.6280

The following is a DFT calculation (ωB97M-V with the def2-TZVPD basis set) of an isolated molecule of C5H13NO at a distorted geometry.

Results
SMILES: CN[C@H](C)[C@@H](C)O
Relative energy (zero: lowest compared OMol25 entry of this formula, charge and spin) in kcal per mole: 29.2

The geometry in XYZ format:
```
20
Properties=species:S:1:pos:R:3:forces:R:3
C -0.2903 -0.1673 2.3119 -0.56 0.69 -1.12
N -0.6414 -0.1273 0.8636 0.07 -0.29 1.01
C 0.4040 -0.3621 -0.1414 0.18 -1.22 -1.07
C 1.8183 -0.1859 0.3708 -0.15 -0.96 0.18
C 0.0510 0.4658 -1.3853 -1.51 0.78 0.11
C -1.2765 -0.0302 -1.9843 -0.20 -0.29 -0.05
O -0.1102 1.8337 -1.0149 0.86 0.34 -1.06
H -1.2551 0.0055 2.7869 0.18 0.03 0.40
H 0.1354 -1.0958 2.6965 0.15 -0.08 -0.12
H 0.3608 0.6808 2.5038 0.10 -0.11 0.38
H -1.3815 -0.8161 0.7819 0.08 0.21 -0.54
H 0.3371 -1.4038 -0.5038 0.03 0.04 0.27
H 2.1229 0.8543 0.3611 0.21 0.05 0.49
H 2.5251 -0.8073 -0.1792 -0.06 0.42 -0.70
H 1.8586 -0.7309 1.3200 0.20 0.89 0.36
H 0.7516 0.5125 -2.2157 0.68 -0.49 0.41
H -1.3346 -1.1168 -2.0806 0.26 -0.12 0.09
H -2.1050 0.2650 -1.3403 -0.01 0.12 -0.04
H -1.4540 0.3496 -2.9914 0.06 0.30 0.15
H -0.5160 1.8763 -0.1597 -0.57 -0.31 0.85
```
Positions in Å, forces in eV/Å.

These are the Mulliken partial charges, in e, on atoms 1 to 4: -1.1192, -0.3819, 0.4295, -1.4926

The following is a DFT calculation (ωB97M-V with the def2-TZVPD basis set) of C5H13NO2 as an isolated structure.

Results
Relative energy (zero: lowest compared OMol25 entry of this formula, charge and spin) in kcal per mole: 79.7

The geometry in XYZ format:
```
21
Properties=species:S:1:pos:R:3:forces:R:3
C 0.5251 -1.5722 -0.5621 -0.11 0.26 0.12
C -0.0264 0.7979 0.7597 -0.12 -0.23 -0.06
C 0.6840 0.3505 -0.3846 -0.10 -0.29 -0.03
C -1.0673 1.8633 0.6946 -0.03 -0.02 -0.01
C 0.2673 0.8662 -1.7477 -0.02 -0.01 0.07
N 1.2841 -2.2122 0.4423 -0.04 0.08 -0.04
O -0.7503 -1.8302 -0.5877 0.16 0.07 0.06
O -1.4309 -0.5874 1.3246 0.24 0.17 -0.09
H -1.2060 -1.3113 0.4109 0.10 0.02 0.01
H -1.1314 -1.0060 2.1389 -0.01 0.01 -0.06
H 1.0449 -1.6130 -1.5253 -0.02 0.07 0.02
H 0.4910 0.7057 1.7080 -0.03 -0.02 -0.01
H 1.7586 0.3458 -0.2123 -0.01 -0.03 0.04
H 0.8110 -2.2979 1.3299 -0.01 0.02 -0.04
H 2.2386 -1.8970 0.5413 -0.07 0.00 -0.02
H -0.5827 2.8132 0.4362 0.01 -0.07 0.01
H -1.7996 1.6449 -0.0821 0.04 -0.01 0.00
H -1.5891 1.9736 1.6421 0.04 0.00 -0.03
H -0.7427 0.5301 -1.9908 0.01 0.00 0.01
H 0.9325 0.4784 -2.5221 -0.02 0.00 0.04
H 0.2894 1.9576 -1.8139 0.00 -0.03 0.00
```
Positions in Å, forces in eV/Å.

These are the Mulliken partial charges, in e, on atoms 1 to 4: -0.2326, 0.0923, 0.3014, -1.3554

The following is a DFT calculation (ωB97M-V with the def2-TZVPD basis set) of a 2-piece molecular cluster, C5H13NO2 overall at a distorted geometry.

Results
SMILES: N/C=C/CCCO.O
Relative energy (zero: lowest compared OMol25 entry of this formula, charge and spin) in kcal per mole: 66.5

The geometry in XYZ format:
```
21
Properties=species:S:1:pos:R:3:forces:R:3
N -1.9629 -0.5586 -1.5940 1.35 -1.22 0.90
C -0.9066 -0.3187 -0.6523 -0.52 1.13 -1.00
C -0.9444 0.6541 0.2456 1.20 0.86 0.16
C 0.3000 1.1822 0.8898 2.72 0.30 1.13
C 1.4388 0.1986 1.2782 1.10 -3.60 0.26
C 1.1829 -0.8200 2.4475 0.37 1.21 -0.35
O 1.6206 -0.3172 3.7064 -0.64 0.09 0.34
H -2.8476 -0.3763 -1.1387 -0.20 -0.12 -0.25
H -1.8594 -1.5550 -1.8044 -0.81 0.36 -0.28
H 0.0588 -0.7798 -0.8915 -0.55 -0.12 0.16
H -1.7380 1.3752 0.4383 -0.57 -0.76 -0.42
H 0.9870 1.8139 0.2901 -1.36 0.45 -0.53
H 0.0192 1.8293 1.7453 0.28 -0.46 -0.20
H 2.5369 0.4799 1.3224 -1.51 1.02 0.51
H 1.6583 -0.5833 0.5025 -0.96 0.80 -0.40
H 0.1361 -1.1239 2.3806 -0.21 0.13 0.50
H 1.7601 -1.7316 2.3626 0.27 -0.12 -0.55
H 0.9174 0.1907 4.1224 0.04 0.04 -0.06
O -0.8718 -0.0758 -5.5597 0.25 0.53 0.77
H -0.4792 0.8078 -5.4681 -0.12 -0.28 -0.40
H -1.0061 -0.2914 -4.6230 -0.17 -0.23 -0.29
```
Positions in Å, forces in eV/Å.

These are the Mulliken partial charges, in e, on atoms 1 to 4: -0.5504, -0.1293, -0.2217, -0.5002

Number 1: electronic energy -328.232190 a.u.. Number 2: electronic energy -328.272332 a.u.. Number 3: electronic energy -403.449633 a.u.. Number 4: electronic energy -403.470632 a.u..